(1)
Entry from the OMol25 dataset: a cluster of 7 separate species, C24H48O10 in total at a distorted geometry (ωB97M-V/def2-TZVPD).

Each line ends with the Löwdin charge.
CARTESIAN COORDINATES (ANGSTROEM)
C: -17.89432 -0.58325 5.40564  -0.0633
C: -18.67417 -1.70229 4.73460  -0.4795
O: -18.71845 -2.83415 5.18988  0.0392
C: -19.28423 -1.39454 3.37601  -0.0407
H: -18.56577 -0.01372 6.04821  0.0829
H: -17.47654 0.05827 4.62975  0.0492
H: -17.01544 -0.94526 5.93912  0.0741
H: -19.89066 -2.10879 2.81907  0.0809
H: -18.55441 -0.92391 2.71725  0.0513
H: -20.04696 -0.61979 3.45430  0.0618
C: -21.63711 8.64824 2.53230  -0.0138
C: -22.40529 8.11232 1.29285  -0.4790
O: -22.42329 6.93442 0.95520  0.0487
C: -22.95885 9.14624 0.41583  -0.0536
H: -21.69714 7.99398 3.40205  0.0521
H: -22.00368 9.61543 2.87619  0.0696
H: -20.56394 8.72304 2.35678  0.0770
H: -23.88719 9.40608 0.92453  0.0925
H: -23.25654 8.62285 -0.49275  0.0779
H: -22.36480 10.01352 0.12769  0.0873
C: -21.48217 3.16586 1.03563  -0.0243
C: -21.27627 2.18453 2.12971  -0.4790
O: -22.17918 1.55220 2.60562  0.0640
C: -19.89308 2.34360 2.85635  -0.0013
H: -22.50636 3.13932 0.66356  0.0734
H: -20.86983 2.89858 0.17440  0.0653
H: -21.29586 4.21207 1.27818  0.0732
H: -19.61776 1.33190 3.15430  0.0388
H: -20.21011 2.87791 3.75195  0.0756
H: -19.09591 2.93504 2.40600  0.0537
C: -18.62867 5.87122 1.39982  -0.0546
C: -18.69999 5.88275 2.92195  -0.4601
O: -19.82757 5.99447 3.48283  -0.0033
C: -17.42311 5.84106 3.73675  -0.1126
H: -19.04246 6.84346 1.13218  0.0704
H: -19.32764 5.06960 1.16119  0.0593
H: -17.59198 5.78176 1.07520  0.0512
H: -16.61494 6.49059 3.40048  0.0627
H: -17.15469 4.78479 3.71884  0.0499
H: -17.63356 6.14619 4.76178  0.0718
O: -21.61283 6.73525 5.99856  0.0872
C: -22.68052 6.60415 5.42587  -0.6049
O: -23.68143 7.45026 5.52294  -0.0142
C: -23.65579 8.61731 6.38272  -0.2006
C: -23.84995 8.28371 7.89423  -0.0684
C: -23.01245 5.39948 4.66258  0.0200
H: -24.53805 9.17311 6.06526  0.1081
H: -22.81193 9.30715 6.37060  0.1151
H: -24.25086 9.19774 8.33231  0.0702
H: -22.86428 8.15032 8.34005  0.0660
H: -24.37342 7.33157 7.98101  0.0798
H: -23.89332 5.09667 5.22869  0.0943
H: -22.30738 4.58194 4.81290  0.0902
H: -23.13815 5.50312 3.58483  0.0921
O: -18.90791 1.77758 -0.59579  0.0236
C: -18.04752 0.85920 -0.55760  -0.4546
O: -17.77053 -0.11788 -1.43705  -0.0144
C: -18.55934 -0.32145 -2.59799  -0.2659
C: -18.03761 0.54918 -3.67285  -0.1188
C: -17.10711 0.82325 0.72171  -0.0754
H: -19.63126 -0.17966 -2.46020  0.1083
H: -18.43637 -1.31434 -3.03059  0.1181
H: -17.73559 1.55299 -3.37413  0.0787
H: -18.58577 0.53816 -4.61493  0.0765
H: -17.07597 0.08643 -3.89469  0.0712
H: -16.05503 1.00738 0.50418  0.0362
H: -17.20862 -0.12218 1.25461  0.0460
H: -17.33395 1.67383 1.36448  0.0347
O: -24.43131 2.77455 -1.93037  0.0528
C: -23.43325 3.53819 -1.94330  -0.4973
O: -22.14547 3.30074 -2.34996  -0.0307
C: -21.89453 2.09473 -3.09145  -0.1961
C: -22.46372 2.11692 -4.57659  -0.0658
C: -23.65808 4.97833 -1.69901  -0.0062
H: -22.00557 1.11321 -2.63061  0.1156
H: -20.82198 2.22543 -3.23518  0.1015
H: -22.42881 3.13700 -4.95913  0.0705
H: -23.47891 1.73203 -4.67324  0.0613
H: -21.92483 1.52392 -5.31555  0.0573
H: -24.69334 5.30056 -1.81085  0.0907
H: -22.97159 5.72927 -2.09005  0.0875
H: -23.57241 5.06362 -0.61573  0.0711

Cartesian forces (eV/Å) of the 3 atoms listed first:
C 0.1 -0.1 -0.7
C 0.2 -1.5 -0.5
O 0.0 0.9 0.0

Values from the calculation:
2S+1: 2
Expectation value of S²: 0.750
Net charge: -1
Kohn-Sham gap (alpha / beta) in hartree: 0.06006 / 0.33897
E in eV: -46138.24829

---

(2)
Entry from the OMol25 dataset: the ion C6H12ClN2 with charge +1 at a distorted geometry (ωB97M-V/def2-TZVPD).

Each line ends with the natural charge from an NBO analysis.
CARTESIAN COORDINATES (ANGSTROEM)
C: -0.98792 0.47374 0.39164  0.5509
C: 0.49456 -0.79536 -1.74956  -0.4348
C: 1.30591 -0.47332 -0.49517  -0.4159
C: -0.95232 -1.17062 -1.49709  -0.2176
C: 0.57551 0.48846 0.46497  -0.0608
C: 1.27710 0.32434 1.90813  -0.6342
N: -1.56689 -0.18938 -0.55309  -0.4908
N: -1.64137 1.16959 1.29215  -0.7612
Cl: 0.78338 2.17928 -0.07167  -0.0052
H: 0.51934 0.07670 -2.35459  0.2313
H: 1.13700 -1.68840 -2.23468  0.2630
H: 1.53766 -1.30250 0.03760  0.2210
H: 2.28959 -0.05418 -0.88467  0.2602
H: -1.63181 -1.16480 -2.38936  0.2491
H: -1.19817 -2.10616 -0.79868  0.2282
H: 2.19048 1.04176 1.93084  0.2582
H: 1.80208 -0.59369 2.13699  0.2424
H: 0.52446 0.45395 2.69874  0.2359
H: -2.57961 0.00058 -0.60547  0.4193
H: -1.24080 2.15821 1.49261  0.4519
H: -2.63819 1.17178 1.28035  0.4092

Cartesian forces (eV/Å) of the 3 atoms listed first:
C 2.7 -1.1 -0.3
C 1.6 -2.8 -0.1
C -0.6 2.9 -2.1

Values from the calculation:
Net charge: +1
Structure (SMILES): C[C@@]1(Cl)CCCNC1=[NH2+]
Kohn-Sham gap in hartree: 0.40868
ΔE to the lowest compared entry with this formula, charge and spin in kcal per mole: 9.6
E in eV: -21912.31276

---

(3)
Entry from the OMol25 dataset: an isolated molecule of C3H3NO2 at a distorted geometry (ωB97M-V/def2-TZVPD).

Each line ends with the natural charge from an NBO analysis.
CARTESIAN COORDINATES (ANGSTROEM)
O: 2.09123 -0.00465 0.45183  -0.6570
C: 0.85952 -0.25022 -0.01296  0.3105
C: -0.03176 0.84112 -0.28252  0.1260
O: -1.31606 0.70350 0.01385  -0.4328
C: -1.90902 -0.45571 0.01958  0.1961
N: 0.32830 -1.31875 -0.37340  -0.3275
H: 2.57305 -0.84912 0.43684  0.4939
H: 0.17251 1.67493 -0.93208  0.1971
H: -2.78075 -0.34437 0.67962  0.0936

Cartesian forces (eV/Å) of the 3 atoms listed first:
O 0.6 0.0 0.0
C -0.6 -0.7 -0.3
C -0.2 0.9 0.0

Values from the calculation:
Kohn-Sham gap (alpha / beta) in hartree: 0.28956 / 0.28031
ΔE to the lowest compared entry with this formula, charge and spin in kcal per mole: 173.8
E in eV: -8737.59527

---

(4)
Entry from the OMol25 dataset: a structure of composition C18H34MnNO6P2S (ωB97M-V/def2-TZVPD).

Each line ends with the natural charge from an NBO analysis.
CARTESIAN COORDINATES (ANGSTROEM)
Mn: 0.51481 0.01303 0.20655  1.5720
C: 2.13073 5.38006 -2.22054  -0.6321
C: 2.06854 4.36990 -1.10276  0.1187
C: 3.04415 3.22903 -1.26314  -0.6446
O: 0.67434 3.82714 -1.13297  -0.8466
P: -0.05335 3.15980 0.05855  2.5010
O: 0.61691 1.88581 0.55050  -1.1350
C: -1.66441 2.75249 -0.62130  -1.2861
P: -1.62436 1.36413 -1.77130  2.5126
O: -0.93874 0.20819 -1.06346  -1.1704
O: -0.78222 1.72926 -3.00622  -0.8388
C: -1.11259 2.50334 -4.23882  0.1309
C: -1.87620 1.61609 -5.19088  -0.6418
C: -1.81572 3.79349 -3.88814  -0.6554
O: -3.05405 1.05198 -2.24604  -0.8412
C: -4.30390 0.65823 -1.53296  0.1266
C: -4.00622 -0.18194 -0.31414  -0.6464
C: -5.09896 1.90963 -1.24949  -0.6372
O: -0.16497 4.07951 1.28589  -0.8304
C: -0.82669 5.39145 1.52940  0.1245
C: -0.64154 6.33101 0.36217  -0.6445
C: -2.27090 5.14054 1.89405  -0.6393
H: 3.11293 5.85151 -2.22714  0.2470
H: 1.37868 6.15811 -2.09876  0.2259
H: 1.98181 4.88805 -3.18250  0.2211
H: 2.18741 4.85403 -0.13170  0.1979
H: 2.84289 2.68473 -2.18726  0.2202
H: 3.01454 2.53816 -0.42133  0.2200
H: 4.05305 3.63716 -1.32387  0.2504
H: -2.08684 3.62967 -1.11489  0.3101
H: -2.31275 2.48024 0.21616  0.2996
H: -0.11858 2.71115 -4.62943  0.2114
H: -2.87887 1.40594 -4.82080  0.2222
H: -1.35007 0.67742 -5.35664  0.2335
H: -1.96435 2.12827 -6.14917  0.2453
H: -2.80731 3.60271 -3.47068  0.2108
H: -1.95524 4.37438 -4.79942  0.2579
H: -1.22263 4.39424 -3.19706  0.2184
H: -4.80486 0.05634 -2.28780  0.2201
H: -3.50214 0.39557 0.46501  0.1961
H: -3.40244 -1.05262 -0.56384  0.2322
H: -4.95182 -0.53017 0.10058  0.2566
H: -4.62832 2.51916 -0.47522  0.1983
H: -6.08899 1.62792 -0.89143  0.2525
H: -5.22485 2.50683 -2.15138  0.2354
H: -0.27823 5.75286 2.39615  0.2218
H: -1.15635 5.97149 -0.53212  0.2023
H: 0.41122 6.48635 0.13198  0.2254
H: -1.07002 7.29788 0.62474  0.2569
H: -2.85410 4.82775 1.02519  0.1959
H: -2.70989 6.06525 2.26757  0.2536
H: -2.35116 4.38925 2.67848  0.2359
S: 1.73344 -0.61054 1.98711  -0.0087
C: 1.59921 -2.13382 1.08518  0.0917
C: 2.07787 -3.39252 1.38471  -0.2496
C: 1.82442 -4.39999 0.46602  -0.0718
C: 1.11056 -4.13797 -0.70500  -0.2459
C: 0.65712 -2.86037 -0.93622  0.0826
N: 0.91093 -1.88975 -0.04449  -0.5802
H: 2.62762 -3.57046 2.29777  0.2635
H: 2.18528 -5.40116 0.66202  0.2549
H: 0.90939 -4.91840 -1.42353  0.2593
H: 0.09129 -2.58480 -1.81531  0.2333

Cartesian forces (eV/Å) of the 3 atoms listed first:
Mn -0.1 0.5 -0.1
C 0.0 0.0 0.0
C 0.0 0.0 0.0

Values from the calculation:
2S+1: 5
Expectation value of S²: 6.134
Net charge: +2
Kohn-Sham gap (alpha / beta) in hartree: 0.25357 / 0.29188
ΔE to the lowest compared entry with this formula, charge and spin in kcal per mole: 0.1
E in eV: -93719.31183